# 1
14
Properties=species:S:1:pos:R:3 method="wB97M-V/def2-TZVPD" smiles=NCCO.S total_charge=0 e_tot_ha=-609.75035 orbital_gap_ev=9.74 spin_multiplicity=1
N -0.06737 -1.63054 -0.05627
C 0.61204 -0.73074 -1.00109
C 1.48699 0.25132 -0.23929
O 2.00087 1.25236 -1.10115
H 0.62309 -2.07402 0.52979
H -0.59352 -2.35695 -0.52768
H -0.17295 -0.18337 -1.54686
H 1.17526 -1.27021 -1.75102
H 0.89647 0.69399 0.56701
H 2.34918 -0.25521 0.21063
H 1.37303 1.98124 -1.10653
S -1.96959 0.41702 1.07042
H -2.00625 0.46014 2.40995
H -1.03102 -0.63731 0.86466


# 2
13
Properties=species:S:1:pos:R:3 method="wB97M-V/def2-TZVPD" smiles=CN.CS total_charge=0 e_tot_ha=-534.48363 orbital_gap_ev=9.75 spin_multiplicity=1
C -1.04329 -1.66072 1.37363
N 0.09846 -1.20943 0.53785
H -0.64823 -1.80711 2.46795
H -1.22469 -2.72247 1.22891
H -1.95848 -1.01208 1.54030
H 0.40821 -0.38329 1.10786
H 0.81804 -1.86679 0.44065
C 0.42367 2.14483 -1.25756
S 1.50945 1.19992 -2.38163
H -0.40552 1.69760 -0.71073
H -0.06476 2.83981 -1.91159
H 0.97915 2.76372 -0.55840
H 1.10798 0.01600 -1.87725